# 1
26
Properties=species:S:1:pos:R:3:forces:R:3:nbo_charge:R:1 method="wB97M-V/def2-TZVPD" molar_mass_g_mol=144.2 gap_ha=0.33459 spin_multiplicity=1 total_charge=0 fmax_ev_per_a=3.21
O 1.9499 -0.7782 -2.0266 0.1 0.1 0.1 -0.69
N -1.5960 -0.4540 -1.5929 -1.4 -0.7 2.3 -0.87
N -1.8762 -0.7597 1.1584 0.6 -0.3 0.8 -0.66
C 0.5151 -2.2519 -0.8486 0.1 0.1 0.0 -0.57
C -0.5561 0.5415 2.8041 -0.1 0.0 0.0 -0.70
C -0.2634 -0.0091 -1.6971 1.4 2.1 1.7 -0.07
C -0.7700 -0.4631 1.7217 -1.0 0.0 0.0 0.18
C 1.5374 1.5173 -0.1651 0.0 -0.1 -0.2 -0.63
C 0.7387 -1.0992 -1.4726 0.0 -0.2 -0.1 0.33
C 0.1017 1.3531 -0.6262 -0.5 -1.2 -1.9 -0.41
H 1.6813 2.4729 0.3441 -0.1 0.0 0.1 0.21
H 2.5845 -1.4777 -1.8303 -0.1 0.0 0.0 0.48
H -0.2492 0.0288 3.7146 0.1 0.0 0.1 0.24
H -0.4647 -2.5218 -0.5023 -0.2 0.1 0.1 0.23
H -0.1719 2.1735 -1.2912 0.1 0.2 0.1 0.19
H 0.1078 -0.9905 1.3638 0.1 0.0 -0.1 0.19
H 1.3086 -2.9677 -0.6894 0.1 -0.1 -0.1 0.19
H -0.0621 0.4268 -2.6797 0.0 -0.1 0.0 0.20
H 2.2129 1.4987 -1.0182 0.1 0.0 0.0 0.23
H -2.2276 0.2744 -1.9110 0.0 -0.1 0.1 0.35
H -0.6055 1.4141 0.2005 0.0 -0.4 -0.1 0.19
H -1.8305 -0.7113 -0.5155 0.5 0.6 -3.1 0.40
H 1.8408 0.7120 0.5050 0.1 0.0 0.1 0.19
H 0.2443 1.2275 2.5182 0.0 0.0 0.0 0.24
H -1.4630 1.1123 3.0081 0.0 0.0 0.0 0.22
H -2.6868 -0.2686 1.5281 0.1 0.3 0.2 0.34

=====

# 2
31
Properties=species:S:1:pos:R:3:forces:R:3:nbo_charge:R:1 method="wB97M-V/def2-TZVPD" molar_mass_g_mol=367.0 gap_ha=0.21258 spin_multiplicity=1 total_charge=+2 fmax_ev_per_a=2.78
Sn 0.3232 -1.7989 0.3013 0.7 1.4 0.3 1.88
S -0.5087 -0.4544 4.2698 -1.1 1.0 1.5 2.39
S 1.5589 0.3842 -2.8975 -0.7 1.1 -2.5 2.40
O -1.5734 0.7199 4.2168 1.0 -0.6 -0.5 -0.68
O 1.6520 -0.5516 -1.7721 -0.7 -1.1 1.5 -1.08
O -0.2117 -0.9290 2.9119 -0.2 -0.9 -1.9 -1.11
O 0.5890 0.0284 5.0053 0.5 0.1 0.0 -0.85
O 2.6585 -0.0474 -3.9039 -0.1 -0.8 0.9 -0.71
O 1.6344 1.7800 -2.6653 -0.1 0.0 0.8 -0.87
C 2.9687 0.8369 -5.0314 1.1 1.3 -0.4 -0.08
C -1.4045 -1.6538 5.2577 1.2 -0.3 -1.5 -0.86
C -4.0231 0.6351 4.4429 1.0 -0.8 0.9 -0.63
C 4.1952 0.3035 -5.7455 -0.4 0.2 0.1 -0.64
C -2.8076 0.5170 3.5287 -2.0 0.6 -0.7 -0.10
C 0.0507 -0.0021 -3.8234 0.8 -0.2 0.5 -0.87
H 4.5879 1.0519 -6.4358 -0.6 0.0 -0.3 0.25
H -2.9437 1.2609 2.7396 0.7 0.3 0.2 0.21
H -2.8948 -0.4266 2.9785 0.6 -0.3 0.4 0.17
H 0.2819 -0.9309 -4.3422 -0.3 -0.2 0.2 0.26
H -0.7350 -2.5149 5.2826 0.0 0.0 0.4 0.26
H -3.9430 -0.1260 5.2273 -0.3 -0.4 -0.3 0.21
H 3.2199 1.8261 -4.6499 -0.3 -0.1 0.3 0.22
H -0.1703 0.7620 -4.5640 0.2 0.2 0.2 0.29
H 2.1013 0.9308 -5.6836 -0.1 -0.3 0.1 0.19
H 3.8782 -0.5889 -6.2788 0.7 -0.2 0.0 0.23
H -2.2884 -1.9505 4.6995 -0.3 0.2 0.4 0.25
H -0.7693 -0.0739 -3.1131 -0.1 -0.1 -0.1 0.23
H -4.0722 1.5221 5.0717 0.0 0.5 -0.8 0.25
H -4.8946 0.4580 3.8182 -0.2 0.2 0.3 0.24
H 5.0472 0.2116 -5.0733 -0.3 -0.7 0.2 0.24
H -1.5066 -1.1797 6.2277 -0.3 -0.1 0.0 0.29

=====

# 3
20
Properties=species:S:1:pos:R:3:forces:R:3:nbo_charge:R:1 method="wB97M-V/def2-TZVPD" molar_mass_g_mol=268.1 s_squared=2.03 gap_ha="0.29408 / 0.23910" spin_multiplicity=3 total_charge=+2 fmax_ev_per_a=8.30
V -0.1901 -0.4337 -0.1639 2.0 -0.9 -2.7 -0.02
S 1.8065 -1.5819 0.7078 0.3 0.7 -0.5 0.24
O -1.9933 1.9233 -1.0467 3.6 -4.1 1.1 -0.28
O 3.5935 3.9388 0.8300 -2.3 -0.4 -0.2 -0.46
O -0.5022 -1.5376 -3.6147 -0.8 0.5 3.3 -0.32
O -0.8257 0.8584 2.5383 1.0 -1.8 -4.2 -0.38
O -1.5954 -3.0426 0.6004 2.3 3.9 -1.4 -0.37
N 1.0481 -2.8831 2.9425 0.2 0.7 -0.6 -0.69
N 1.9743 -0.7846 3.2310 -0.9 0.0 -1.3 -0.70
C -1.0694 -2.0454 0.2835 -3.8 -5.2 2.5 0.56
C -0.5798 0.3752 1.4912 -1.4 2.1 5.6 0.52
C 2.4797 3.7075 0.7426 2.3 0.4 0.2 0.46
C 1.5319 -1.7586 2.4206 0.3 -0.3 2.4 0.37
C -1.2597 1.0493 -0.7937 -5.3 6.0 -2.0 0.58
C -0.6679 -1.3290 -2.5041 1.2 -0.2 -2.9 0.55
H 1.2870 -0.1175 0.8147 0.8 -0.9 0.1 0.16
H 1.0110 -3.0173 3.9594 0.0 0.0 -0.6 0.46
H 1.6362 -0.7490 4.1840 0.2 0.0 0.2 0.44
H 2.2325 0.1129 2.8076 0.2 -0.6 0.5 0.44
H 0.6953 -3.6278 2.3465 0.1 0.1 0.2 0.45

=====

# 4
50
Properties=species:S:1:pos:R:3:forces:R:3:nbo_charge:R:1 method="wB97M-V/def2-TZVPD" molar_mass_g_mol=365.6 gap_ha=0.32249 spin_multiplicity=1 total_charge=+1 fmax_ev_per_a=12.84
S -2.0188 -2.2037 0.0288 -0.7 0.9 0.4 1.26
S 2.3592 0.5373 -0.7292 -2.1 0.3 0.9 1.27
S 1.4582 -2.3327 1.9118 -1.5 1.2 -2.8 1.21
S -2.9038 3.1283 -2.5182 -3.6 -1.8 -0.9 1.22
O -4.2118 2.2393 -2.6342 2.6 1.9 0.2 -0.97
O 1.1022 1.2273 -0.1252 4.9 2.0 -2.6 -1.05
O -0.8338 1.4533 1.4548 -4.8 -3.1 0.3 -0.75
O 0.9632 -1.0047 1.2308 2.3 -2.8 2.8 -1.03
O -1.2118 -0.9287 0.1148 -1.8 -1.9 -1.1 -1.04
C 1.1322 2.0613 2.6008 1.4 -1.2 -1.7 -0.64
C -3.1798 -1.9407 -1.3252 -3.5 0.4 1.2 -0.85
C -1.6908 2.0133 -3.1512 3.4 5.4 -4.8 -0.83
C -0.0818 2.4863 1.7708 2.4 5.2 1.4 -0.06
C 2.7182 1.4713 -2.1962 2.5 -0.9 2.3 -0.79
C -1.0928 -3.5717 -0.6802 0.0 -3.1 12.5 -0.81
C 1.6342 -0.9657 -1.4242 4.0 -1.4 -1.9 -0.86
C 0.9652 -2.2737 3.5848 -0.2 0.4 1.8 -0.87
C -2.4418 2.9933 -0.8362 4.8 -0.1 -1.2 -0.83
C 3.2602 -2.2677 2.0498 -0.6 -1.3 -3.0 -0.80
Li 0.0312 0.1933 0.1548 -2.9 -1.8 1.7 0.84
H 1.1842 -3.2817 4.0708 0.6 1.6 -0.3 0.27
H 3.2302 2.3863 -1.9182 0.2 -0.1 -0.1 0.26
H 2.3762 -1.6157 -2.0252 -0.5 1.3 1.0 0.25
H -1.7278 1.6093 1.8638 1.3 -0.9 -0.9 0.50
H 1.4352 -1.3037 3.8978 -0.1 -1.2 0.8 0.25
H 1.8972 2.8443 2.6258 -0.5 0.3 0.8 0.22
H -2.9878 3.6033 -0.2752 -3.3 2.0 2.3 0.24
H -0.8768 -3.4647 -1.5522 2.7 1.1 -10.3 0.18
H 1.9382 1.6083 -2.7872 -4.3 1.2 -1.9 0.23
H 0.2482 2.9513 0.7718 -0.4 0.2 1.9 0.18
H -0.1118 -2.1537 3.8398 0.5 0.0 -1.2 0.28
H 3.2332 0.7943 -2.8172 1.8 -0.6 -0.5 0.24
H 3.6142 -3.1857 2.5488 0.1 0.5 -0.6 0.26
H -0.1488 -3.9087 0.0358 -1.7 2.0 -1.8 0.25
H 1.2112 -1.6527 -0.7742 -0.4 -0.6 1.9 0.27
H -1.9038 1.2083 -2.6922 -0.2 -5.9 4.6 0.21
H -0.6008 2.4833 -3.2462 -2.3 -1.3 0.8 0.23
H 3.6352 -2.0257 0.9668 -0.7 -1.4 1.7 0.25
H -2.2688 2.0113 -0.4392 -0.4 -0.6 -0.1 0.24
H -3.8868 -2.8147 -1.2632 1.0 0.3 -0.4 0.25
H 0.7232 1.6953 3.5378 0.6 0.2 0.4 0.20
H -1.5268 -4.5587 -0.4252 -1.1 0.8 -0.7 0.27
H 1.7632 1.2253 2.0868 -1.7 1.1 0.9 0.21
H -4.0438 -1.0897 -1.0532 3.0 -1.7 -0.7 0.29
H -1.4618 3.5793 -0.6902 -0.8 -1.0 -0.6 0.23
H -1.9488 1.5903 -4.1372 -0.2 1.4 -0.3 0.26
H -0.6928 3.2303 2.5048 1.4 -1.1 -2.0 0.16
H 3.5472 -1.4027 2.4948 0.7 2.5 2.2 0.23
H 0.9082 -0.8177 -2.1212 -2.2 1.4 -2.1 0.23
H -2.7158 -1.8587 -2.3082 -0.1 0.3 0.2 0.24

=====

Energy relative to the best compared isomer or geometry (same formula, charge and spin) per entry: 68.9, 11.1, 10.0, 65.9 kcal/mol